ORCA calculation (ωB97M-V/def2-TZVPD) on a structure of composition C35H23BrIN8RuS in a non-equilibrium geometry.

As for the spin multiplicity: 1. The calculation puts the LUMO energy (spin up / spin down) at -11.7 / -11.7 eV. The HOMO energy (spin up / spin down) comes out at -15.496 / -15.496 eV. The energy relative to the best compared isomer or geometry (same formula, charge and spin) comes out at 78.6 kcal/mol. The total energy is -140122.708 eV. Its net charge is +3.

CARTESIAN COORDINATES (ANGSTROEM)
Ru1 0.24020 -0.22742 1.12232
C1 1.36890 -0.95462 -4.33548
C2 0.72230 -1.86262 -3.49958
C3 0.84350 -1.75662 -2.13058
C4 1.64180 -0.74812 -1.56318
C5 2.32440 0.14258 -2.42318
C6 2.17720 0.03628 -3.78838
N1 1.76230 -0.63102 -0.19638
C7 2.98580 -0.36792 0.34422
C8 4.21350 -0.67712 -0.26278
C9 5.40300 -0.42722 0.39472
C10 5.40680 0.16198 1.65592
C11 4.20920 0.48618 2.28472
C12 3.00800 0.21818 1.64682
N2 1.75070 0.49288 2.17162
N3 1.10490 1.56488 1.85172
C13 -0.07440 1.84448 2.55562
C14 -0.36480 3.06238 3.15292
C15 -1.59310 3.18618 3.78702
C16 -2.47620 2.11108 3.78542
C17 -2.11240 0.92898 3.15452
N4 -0.93470 0.80008 2.54772
H1 1.24180 -1.02852 -5.40408
H2 0.15200 -2.67142 -3.92968
H3 0.39540 -2.48662 -1.47308
H4 2.92810 0.93298 -1.99888
H5 2.70390 0.72518 -4.43238
H6 4.21330 -1.13602 -1.23908
H7 6.33760 -0.69472 -0.07538
H8 6.34330 0.35498 2.15412
H9 4.21230 0.94588 3.26032
H10 0.35960 3.85958 3.11922
H11 -1.85630 4.11208 4.27492
H12 -3.43740 2.18528 4.27062
H13 -2.76900 0.06838 3.15452
S1 -4.19370 -6.43162 1.00202
N5 -3.00900 -6.01142 1.99782
C18 -2.48010 -4.85462 1.61922
C19 -1.37150 -4.16712 2.21302
C20 -0.63290 -4.63542 3.30972
C21 0.47330 -3.91662 3.71642
C22 0.81340 -2.73472 3.05452
N6 0.09360 -2.25472 2.05312
C23 -0.97830 -2.94672 1.61642
C24 -1.68680 -2.39482 0.48972
N7 -1.27910 -1.18032 0.05652
C25 -1.84190 -0.67052 -1.03238
C26 -2.84710 -1.32572 -1.73908
C27 -3.31030 -2.54872 -1.29298
C28 -2.73360 -3.10142 -0.14238
C29 -3.12700 -4.34492 0.44682
N8 -4.09690 -5.15272 0.03772
H14 -0.93540 -5.54532 3.80672
H15 1.08480 -4.25322 4.53732
H16 1.69230 -2.17172 3.34722
H17 -1.46750 0.28958 -1.36478
H18 -3.25310 -0.86602 -2.62728
H19 -4.09410 -3.08702 -1.80468
Br1 -2.06980 2.15068 -3.38938
C30 -1.52170 3.94608 -3.23258
C31 -2.10650 4.89348 -4.06308
C32 -1.70650 6.21388 -3.97958
C33 -0.71750 6.58608 -3.06988
C34 -0.13450 5.64418 -2.23438
C35 -0.53830 4.32368 -2.30908
I1 0.33870 2.89638 -1.01858
H20 -2.86750 4.59078 -4.76648
H21 -2.15950 6.95118 -4.62488
H22 -0.40110 7.61578 -3.01228
H23 0.63380 5.94318 -1.53768